1.
C20H39AsO2PS5V as an isolated structure in a non-equilibrium geometry. Source: the Open Molecules 2025 dataset; level of theory: ωB97M-V/def2-TZVPD.

The multiplicity is 4. The highest occupied orbital energy (alpha / beta) is -0.1204 / -0.1445 Ha. For the LUMO energy (alpha / beta), the calculation gives 2.028 / 1.989 eV. As for the total charge: -1. The molar mass comes out at 628.71 g/mol. The orbital gap (alpha / beta) is 5.305 / 5.922 eV.

Each line ends with the Mulliken charge.
Cartesian coordinates (Å):
As 12.961 15.683 6.438  0.157
V 10.470 15.137 6.200  0.639
S 10.939 14.977 8.328  -0.604
S 7.803 14.227 6.248  0.371
S 11.982 14.192 4.760  -0.524
S 14.375 17.155 6.067  -0.479
S 9.968 16.997 5.739  -0.625
P 11.491 10.283 7.634  0.563
O 9.319 13.617 5.824  -0.047
O 11.050 11.258 6.541  -0.796
C 16.225 10.987 8.590  -0.688
C 9.420 9.011 11.022  -1.089
C 10.725 9.528 10.417  -0.464
C 11.452 5.963 6.978  -0.978
C 11.338 8.564 6.898  0.568
C 11.183 5.980 5.501  -0.548
C 11.896 7.183 4.841  -0.790
C 8.261 10.054 11.186  -0.672
C 13.864 10.130 9.450  -0.468
C 13.202 10.830 8.196  -0.079
C 11.954 7.288 7.583  -0.464
C 15.377 9.850 9.275  -0.854
C 8.334 11.174 10.130  -0.739
C 14.183 10.966 6.992  -0.715
C 7.242 14.358 4.566  -0.888
C 10.582 10.486 9.202  0.055
C 7.097 12.525 6.489  -0.623
C 15.411 11.741 7.472  -0.891
C 11.638 8.592 5.380  -0.704
C 9.105 10.776 8.885  -0.454
H 15.815 9.728 10.279  0.464
H 16.031 11.919 6.593  0.425
H 15.487 8.904 8.641  0.174
H 12.992 11.894 8.407  0.456
H 6.099 12.613 6.105  0.557
H 11.667 7.226 3.756  0.448
H 8.033 14.799 4.002  0.338
H 13.040 7.335 7.486  0.256
H 7.742 11.901 5.875  0.312
H 17.116 10.562 8.137  0.301
H 11.287 10.148 11.187  0.234
H 9.663 8.576 11.998  0.478
H 8.623 9.882 8.468  0.344
H 7.302 11.521 9.857  0.273
H 13.645 11.550 6.223  0.503
H 8.755 12.077 10.577  0.392
H 6.347 15.041 4.563  0.320
H 8.350 10.499 12.203  0.259
H 15.153 12.730 7.887  0.322
H 9.110 11.565 8.109  -0.040
H 9.047 8.201 10.389  0.296
H 11.512 5.057 4.961  0.347
H 11.767 7.329 8.659  0.163
H 12.097 5.188 7.375  0.449
H 11.365 8.675 10.151  0.063
H 6.934 13.411 4.109  0.306
H 10.843 9.108 4.851  0.332
H 16.552 11.733 9.389  0.308
H 7.322 9.527 11.155  0.333
H 10.104 6.122 5.251  0.308
H 14.561 10.023 6.586  0.268
H 12.511 9.265 5.128  0.124
H 10.984 11.458 9.510  0.554
H 13.751 10.771 10.287  0.448
H 10.234 8.443 6.975  0.246
H 7.098 12.248 7.553  -0.137
H 10.525 5.765 7.523  0.244
H 12.993 6.959 4.849  0.329
H 13.415 9.195 9.733  0.035

2.
One molecule with the formula C7H4N2O2S2 in a non-equilibrium geometry. Source: the Open Molecules 2025 dataset; level of theory: ωB97M-V/def2-TZVPD.

The highest occupied orbital energy is -0.3003 Ha. For the LUMO energy, the calculation gives -0.472 eV. As for the total charge: 0. The molar mass comes out at 212.25 g/mol. As for the energy relative to the best compared isomer or geometry (same formula, charge and spin): 35.32 kcal per mole. The orbital gap is 7.698 eV.

Each line ends with the Mulliken charge.
Cartesian coordinates (Å):
S -2.290 1.384 -0.030  -0.128
S 1.964 0.540 -0.058  1.194
O 2.672 1.052 1.059  -0.523
O 2.531 0.592 -1.364  -0.542
N -1.458 -1.002 -0.231  -0.616
N 1.660 -1.186 0.315  -0.477
C 0.231 0.965 -0.032  0.077
C 0.994 -2.173 0.210  0.959
C -1.225 -2.261 -0.156  0.112
C -0.944 0.222 -0.090  0.826
C 0.051 2.362 0.071  -0.945
C -0.043 -3.029 0.112  -1.140
C -1.251 2.739 0.098  -0.381
H -2.106 -2.872 -0.352  0.346
H -0.011 -4.096 0.141  0.414
H -1.660 3.728 0.168  0.428
H 0.887 3.035 0.139  0.396

3.
A 6-piece molecular cluster, C23H59ClO10P overall. Source: the Open Molecules 2025 dataset; level of theory: ωB97M-V/def2-TZVPD.

The highest occupied orbital energy is -0.4029 Ha. For the LUMO energy, the calculation gives -3.192 eV. As for the total charge: +1. The molar mass comes out at 562.14 g/mol. The orbital gap is 7.770 eV.

Each line ends with the Mulliken charge.
Cartesian coordinates (Å):
Cl 2.281 -0.155 -1.151  0.063
P 1.507 2.581 -0.426  0.283
O 0.899 5.802 4.707  -0.388
O 3.031 -4.021 -3.293  -0.459
O -4.456 -3.406 -1.699  -0.416
O -0.052 -0.373 3.083  -0.342
O 0.727 -3.158 3.619  -0.442
O 1.348 -4.590 -5.635  -0.360
O -3.631 1.129 -0.712  -0.407
O 0.851 3.868 2.507  -0.002
O -1.555 -3.103 -1.938  -0.196
O -3.025 3.991 -0.504  -0.357
C 2.213 -5.174 -3.437  -0.150
C -4.093 1.971 0.337  -0.366
C -0.369 3.359 3.045  -0.556
C 2.040 -5.575 -4.886  -0.520
C -0.304 -3.235 4.592  -0.686
C -4.265 3.404 -0.117  -0.577
C -3.732 -3.656 -2.892  -0.718
C -2.317 -4.110 -2.600  -0.454
C 2.303 -2.827 -3.111  -0.278
C -4.494 -2.036 -1.347  -0.654
C 2.883 1.479 -0.851  -0.145
C -2.832 4.014 -1.908  -0.703
C 1.481 4.808 5.535  -0.642
C -2.240 0.922 -0.685  -0.835
C 2.196 -3.752 -6.400  -0.763
C 0.297 -2.680 2.362  -0.686
C 1.561 5.993 3.475  -0.660
C 0.723 0.006 4.209  -0.990
C -1.486 -3.277 -0.536  -0.653
C 0.634 -1.217 2.171  0.391
C 5.083 2.496 -0.103  -1.374
C 0.847 5.286 2.343  -0.524
C 3.925 1.571 0.295  -0.427
H 1.615 -2.879 -6.692  0.245
H 1.456 -2.751 -3.797  0.333
H 0.820 -3.259 1.593  0.254
H 1.445 -6.492 -4.923  0.393
H 0.328 -0.919 1.160  -0.175
H 1.369 5.515 1.405  0.352
H 4.692 3.387 -0.604  0.322
H -5.060 1.583 0.666  0.424
H -1.776 4.219 -2.093  0.172
H 5.742 1.990 -0.808  0.388
H 1.235 -5.006 -2.974  -0.037
H -1.139 -2.335 -0.106  -0.105
H 4.279 0.566 0.514  0.457
H 0.042 0.390 4.967  0.275
H -0.925 -2.336 4.595  0.274
H 1.561 7.066 3.263  0.392
H 1.929 -2.762 -2.080  -0.044
H -1.960 0.186 0.081  0.358
H -3.518 -1.568 -1.491  0.178
H -1.137 3.313 2.265  0.214
H -3.719 -2.765 -3.528  0.307
H -0.735 3.965 3.873  0.515
H -4.984 3.460 -0.939  0.373
H -0.179 5.652 2.254  0.352
H 1.727 3.904 4.971  0.214
H 2.706 -5.991 -2.903  0.399
H -4.658 3.990 0.717  0.374
H 3.068 -3.427 -5.826  0.336
H -0.165 2.348 3.387  -0.061
H -3.405 1.927 1.188  0.171
H -1.720 1.866 -0.482  0.263
H 2.988 -2.000 -3.298  0.249
H 2.535 -4.267 -7.305  0.322
H 1.425 0.801 3.928  0.294
H -5.242 -1.488 -1.928  0.402
H 3.014 -5.787 -5.338  0.338
H 2.385 5.190 6.018  0.345
H -2.461 -3.521 -0.108  0.415
H 1.280 -0.833 4.631  0.463
H 0.752 4.558 6.303  0.252
H -4.251 -4.450 -3.436  0.426
H -3.422 4.812 -2.369  0.322
H -3.097 3.061 -2.371  0.327
H 5.632 2.828 0.775  0.377
H -2.336 -5.025 -1.998  0.404
H -4.759 -1.976 -0.292  0.288
H 2.032 3.873 -0.452  0.109
H -1.808 -4.335 -3.541  0.331
H 0.436 2.454 -1.312  0.199
H -0.779 -2.840 2.231  0.466
H 3.453 1.970 1.201  0.165
H -0.937 -4.109 4.413  0.327
H 0.174 -3.340 5.564  0.265
H 3.329 1.857 -1.772  0.401
H -1.933 0.543 -1.661  0.443
H 2.603 5.661 3.537  0.326
H 1.129 2.329 0.894  0.111
H -0.772 -4.067 -0.273  0.404
H 1.718 -1.071 2.256  0.310

4.
One molecule with the formula C5H10N2 in a non-equilibrium geometry. Source: the Open Molecules 2025 dataset; level of theory: ωB97M-V/def2-TZVPD.

The highest occupied orbital energy is -0.3315 Ha. For the LUMO energy, the calculation gives 0.937 eV. As for the total charge: 0. As for the SMILES: N[C@@H]1CN[C@H]2C[C@H]12. The molar mass comes out at 98.15 g/mol. As for the energy relative to the best compared isomer or geometry (same formula, charge and spin): 127.64 kcal per mole. The orbital gap is 9.957 eV.

Each line ends with the Mulliken charge.
Cartesian coordinates (Å):
N 0.691 -1.375 -0.834  -0.631
N -1.778 0.714 0.258  -0.664
C -0.496 -0.508 -1.418  -0.601
C -0.561 0.843 -0.586  -0.075
C 0.768 -0.628 0.390  -0.078
C 0.799 0.772 0.088  0.237
C 1.583 0.348 1.328  -0.724
H 2.654 0.562 1.432  0.281
H -0.199 -0.886 1.012  0.046
H 0.237 -2.339 -0.301  0.342
H 1.061 0.342 2.409  0.191
H -1.807 1.397 0.976  0.221
H -0.393 -0.365 -2.463  0.329
H -1.457 -1.021 -1.235  0.356
H 1.673 0.560 -0.683  0.151
H -1.950 -0.218 0.728  0.254
H -0.824 1.803 -1.103  0.363

5.
C9H25IP2Pt as an isolated structure in a non-equilibrium geometry. Source: the Open Molecules 2025 dataset; level of theory: ωB97M-V/def2-TZVPD.

The multiplicity is 5. The highest occupied orbital energy (alpha / beta) is -0.5410 / -0.5935 Ha. For the LUMO energy (alpha / beta), the calculation gives -5.850 / -11.369 eV. As for the total charge: +2. The molar mass comes out at 517.23 g/mol. The orbital gap (alpha / beta) is 8.871 / 4.780 eV.

Each line ends with the Mulliken charge.
Cartesian coordinates (Å):
Pt 0.180 0.218 0.002  1.244
I 1.764 1.999 -1.138  0.296
P 1.131 -0.483 1.944  0.247
P -1.542 1.217 1.052  0.246
C 1.586 -2.238 1.792  -1.213
C 0.392 -0.250 -4.972  -0.733
C -0.147 -0.099 3.223  -0.733
C -0.692 -1.546 -0.499  -1.601
C -1.716 2.924 0.422  -1.167
C 2.741 0.279 2.205  -1.225
C -1.160 1.045 2.848  -0.679
C 1.638 -0.961 -4.633  -0.689
C -3.164 0.550 0.529  -1.167
H -2.287 3.543 1.131  0.408
H -0.709 3.332 0.232  0.305
H -0.319 -0.944 -5.426  0.285
H -2.270 2.865 -0.535  0.378
H 1.881 -2.668 2.760  0.418
H -1.297 -2.047 0.274  0.502
H -3.081 -0.535 0.397  0.349
H -3.411 1.020 -0.438  0.398
H 0.368 0.201 4.151  0.499
H 0.099 -2.236 -0.841  0.434
H 3.063 0.167 3.242  0.411
H 0.557 0.487 -5.764  0.306
H 3.460 -0.239 1.561  0.378
H 2.316 -0.956 -5.474  0.348
H -3.949 0.802 1.257  0.434
H -2.112 0.881 3.387  0.477
H -1.350 -1.310 -1.356  0.406
H -0.776 2.026 3.185  0.408
H -0.116 0.243 -4.124  0.133
H 2.150 -0.465 -3.801  0.125
H 2.710 1.331 1.912  0.349
H 2.458 -2.263 1.123  0.418
H 1.492 -2.025 -4.418  0.242
H -0.666 -1.043 3.448  0.386
H 0.777 -2.821 1.344  0.377

6.
A 9-piece molecular cluster, C24H56Cl8F6O8P overall in a non-equilibrium geometry. Source: the Open Molecules 2025 dataset; level of theory: ωB97M-V/def2-TZVPD.

The highest occupied orbital energy is -0.2689 Ha. For the LUMO energy, the calculation gives 2.246 eV. As for the total charge: -1. The molar mass comes out at 901.29 g/mol. The orbital gap is 9.564 eV.

Each line ends with the Mulliken charge.
Cartesian coordinates (Å):
Cl 5.478 1.725 -0.887  -0.210
Cl -0.787 4.370 3.697  -0.217
Cl -4.180 -3.686 -0.704  -0.222
Cl 7.299 -3.462 3.503  -0.215
Cl 3.548 3.356 1.532  -0.147
Cl -2.593 -5.197 1.775  -0.230
Cl 6.285 -0.213 4.122  -0.197
Cl -2.109 1.911 5.593  -0.225
P 1.196 -0.664 1.833  1.457
F 2.399 -1.754 1.810  -0.425
F 0.230 -1.832 1.232  -0.346
F 0.878 -1.099 3.352  -0.425
F -0.075 0.313 1.900  -0.530
F 1.518 -0.186 0.325  -0.265
F 2.199 0.477 2.339  -0.340
O 0.027 3.633 -1.115  -0.447
O -1.450 -0.815 -2.937  -0.419
O -4.303 1.161 1.537  -0.231
O 1.842 3.532 -3.572  -0.471
O 2.164 -3.116 -2.548  -0.352
O -5.030 3.844 1.580  -0.337
O 1.243 -4.724 -4.710  -0.360
O -4.083 0.281 -3.164  -0.447
C -2.974 0.845 -3.777  -0.953
C -1.652 0.559 -3.109  -0.013
C -3.442 0.108 1.858  -0.258
C -5.121 1.582 2.607  -0.501
C -4.187 0.630 -1.818  -0.451
C -0.882 1.756 4.281  0.077
C -0.288 3.781 0.255  -0.470
C 1.361 -4.239 -2.279  0.086
C 0.527 -4.525 -3.512  -0.358
C -0.414 -1.076 -1.991  0.973
C -2.618 -3.140 -0.029  1.131
C -6.013 3.434 0.667  -0.570
C 4.888 1.129 0.683  0.577
C 1.484 2.540 -2.636  0.071
C 2.856 -2.668 -1.408  -0.866
C -5.040 3.099 2.778  -0.546
C 5.316 -1.694 4.119  -0.073
C 1.345 3.126 -1.276  0.699
C 0.077 2.915 4.275  0.101
C -2.471 -3.440 1.445  0.160
C 2.045 -5.889 -4.691  -0.658
C 2.247 2.970 -4.769  -0.673
C 5.776 -2.648 3.080  -0.273
C 4.872 2.184 1.747  -0.489
H -7.008 3.452 1.140  0.287
H 4.284 -1.443 3.923  -0.089
H -2.820 -0.191 1.021  -0.532
H 0.495 3.115 5.256  0.456
H 0.879 2.703 3.569  -0.224
H -4.816 1.101 3.541  0.489
H 3.783 -3.244 -1.284  0.405
H -3.177 -2.936 2.098  0.245
H -1.479 -3.117 1.760  -0.166
H 2.628 -5.988 -3.771  0.272
H -0.389 -2.147 -1.862  -0.865
H -0.090 2.834 0.785  0.079
H -2.972 0.450 -4.795  0.388
H 3.260 2.546 -4.711  0.267
H -5.968 4.127 -0.164  0.254
H 1.968 -5.086 -1.922  0.434
H -3.486 0.035 -1.217  0.032
H -6.162 1.323 2.380  0.288
H 5.575 0.347 1.020  0.104
H 5.813 2.732 1.794  0.506
H 2.281 -2.554 -0.489  0.314
H -0.651 -0.571 -1.041  -0.220
H 5.333 -2.106 5.125  0.386
H -0.096 -3.636 -3.654  0.058
H 3.923 0.648 0.559  -0.453
H 1.537 2.208 -5.124  0.249
H -5.186 0.399 -1.449  0.313
H 2.102 3.883 -1.059  0.304
H -1.802 -3.593 -0.585  -0.123
H -1.582 1.083 -2.138  0.320
H 2.241 1.738 -2.632  0.427
H -1.449 1.802 3.362  -0.191
H 5.036 -3.419 2.891  0.302
H -3.077 1.940 -3.847  0.379
H -1.346 4.005 0.364  0.345
H 1.442 -6.790 -4.862  0.281
H -0.194 -5.345 -3.362  0.395
H -6.005 3.378 3.247  0.370
H -5.812 2.415 0.326  0.145
H -4.210 3.392 3.413  0.294
H 0.651 -4.001 -1.469  -0.165
H -2.580 -2.069 -0.221  -0.693
H 2.769 -5.797 -5.504  0.251
H 0.330 4.551 0.736  0.306
H -4.043 -0.761 2.174  0.471
H -0.380 0.808 4.429  0.243
H 0.549 2.052 -2.941  -0.479
H -2.779 0.365 2.691  0.227
H -4.005 1.695 -1.623  0.348
H -0.847 1.022 -3.710  0.147
H 0.519 -0.593 -2.303  0.450
H 3.209 -1.654 -1.634  0.239
H 1.481 2.293 -0.566  -0.525
H 5.896 -2.091 2.151  0.145
H 2.283 3.736 -5.550  0.287
H 4.758 1.763 2.745  0.105

- What is the total charge in the second record?
  0